Formula: C2H5FNPS
Source: the OMol25 dataset
Level of theory: ωB97M-V/def2-TZVPD

Values from the calculation:
- E: -26483.083 eV
- ΔE to the lowest compared entry with this formula, charge and spin: 188.24 kJ/mol
- Frontier orbital gap: 8.614 eV
- Net charge: 0
- E_HOMO: -8.4 eV

Positions of all 11 atoms, in Å:
C1 -0.96 -1.01 -1.61
P1 -1.23 0.24 0.26
S1 -0.19 -0.83 1.75
C2 0.98 0.50 1.37
N1 0.38 0.88 0.15
F1 0.46 2.27 0.04
H1 -0.68 -0.40 -2.40
H2 -1.84 -1.55 -1.79
H3 -0.10 -1.60 -1.21
H4 2.10 0.17 1.22
H5 1.08 1.32 2.22

natural (NBO) atomic charge list, values in e, 4 entries: -0.774, 0.774, -0.068, -0.369

Formula: C4H5NO
Source: the OMol25 dataset
Level of theory: ωB97M-V/def2-TZVPD

Values from the calculation:
- E: -7765.567 eV
- ΔE to the lowest compared entry with this formula, charge and spin: 92.58 kJ/mol
- Frontier orbital gap: 10.454 eV
- Net charge: 0
- E_HOMO: -9.5 eV

Positions of all 11 atoms, in Å:
H1 3.07 -0.70 -0.09
N1 2.42 0.06 -0.24
C1 1.17 -0.10 -0.09
C2 0.26 1.03 -0.30
C3 -0.99 0.65 -0.08
C4 -1.02 -0.79 0.29
O1 0.39 -1.20 0.27
H2 0.65 1.98 -0.60
H3 -1.91 1.22 -0.13
H4 -1.65 -1.36 -0.42
H5 -1.51 -0.92 1.28

natural (NBO) atomic charge list, values in e, 4 entries: 0.360, -0.700, 0.530, -0.268

Formula: C10H21NO3PS
Source: the OMol25 dataset
Level of theory: ωB97M-V/def2-TZVPD

Values from the calculation:
- E: -38461.106 eV
- Frontier orbital gap: 9.942 eV
- Net charge: +1
- E_HOMO: -13.8 eV

Positions of all 37 atoms, in Å:
C1 -3.98 0.86 0.95
C2 -3.46 1.57 -0.33
O1 -2.22 2.20 -0.06
C3 -3.25 0.56 -1.48
O2 -1.87 0.54 -1.94
P1 -0.94 -0.55 -1.36
N1 -0.96 -1.87 -2.36
C4 -1.73 -2.78 -2.02
S1 -2.84 -3.79 -1.69
O3 0.46 0.10 -1.29
C5 1.63 -0.77 -1.11
C6 2.12 -0.87 0.33
C7 3.11 -2.04 0.33
C8 2.86 0.39 0.84
C9 2.19 1.71 0.45
C10 2.87 0.33 2.38
H1 -3.52 1.35 1.81
H2 -3.73 -0.20 0.96
H3 -5.06 0.99 1.02
H4 -4.21 2.31 -0.62
H5 -2.41 3.08 0.29
H6 -3.60 -0.44 -1.19
H7 -3.84 0.85 -2.34
H8 -1.40 -0.89 -0.08
H9 2.44 -0.39 -1.74
H10 1.43 -1.77 -1.48
H11 1.29 -1.05 1.02
H12 2.63 -2.99 0.08
H13 3.65 -2.10 1.27
H14 3.85 -1.85 -0.44
H15 3.90 0.37 0.52
H16 1.11 1.61 0.53
H17 2.40 1.99 -0.59
H18 2.53 2.54 1.07
H19 3.07 -0.67 2.75
H20 1.87 0.63 2.73
H21 3.60 1.03 2.79

natural (NBO) atomic charge list, values in e, 4 entries: -0.639, 0.059, -0.721, -0.092